one.
Computed, not measured: 2 unconnected molecules or ions with the total composition H4NO2SSi, with ωB97M-V with the def2-TZVPD basis set.

```
9
Properties=species:S:1:pos:R:3
N -0.24418 -0.37577 0.91863
O 0.29512 3.09611 2.09824
O 0.71817 4.14620 -0.08735
Si 0.80669 0.39801 -0.38746
S 1.23539 3.26632 0.98551
H -1.09622 -0.49392 0.52421
H -0.23437 0.03357 1.79161
H 2.14796 -0.19930 -0.45344
H -0.14315 -0.25962 -1.40251
```

Results
Kohn-Sham gap (spin up / spin down), eV: 5.929 / 6.316
LUMO (spin up / spin down), Ha: 0.136 / 0.139
Net charge: -1

two.
Computed, not measured: 2 unconnected molecules or ions with the total composition H4NO2SSi, with ωB97M-V with the def2-TZVPD basis set.

```
9
Properties=species:S:1:pos:R:3
N -1.38503 -2.53861 -2.15354
O -0.39588 2.80884 2.56080
O 0.95529 1.50974 0.78520
Si -0.16995 -1.87797 -1.29281
S 0.91614 2.50384 1.87623
H 1.01937 4.00600 1.32016
H -1.87774 -3.22924 -1.56412
H 0.68115 -0.70522 -1.45646
H 0.25666 -2.47739 -0.07547
```

Results
Kohn-Sham gap, eV: 5.606
LUMO, Ha: 0.101
Net charge: -1

Short version: two is the least stable of them.

one.
Computed, not measured: C3H3N3O in the gas phase, with ωB97M-V with the def2-TZVPD basis set.

```
10
Properties=species:S:1:pos:R:3
H -1.39459 0.82684 -0.14327
N -0.77940 1.67366 -0.51943
N 0.39384 1.38323 -0.62125
C 0.90209 0.04585 -0.11259
C -0.12726 -0.88323 0.28831
C -1.41692 -0.62173 0.52121
O -2.51788 -0.79700 0.88351
N 2.15294 -0.13848 -0.08278
H 2.63742 0.63961 -0.53854
H 0.07249 -1.94593 0.21753
```

Results
Kohn-Sham gap, eV: 9.196
SMILES: [H]/N=N\C(C=C=O)=N/[H]
LUMO, Ha: -0.021

two.
Computed, not measured: C3H3N3O in the gas phase, with ωB97M-V with the def2-TZVPD basis set.

```
10
Properties=species:S:1:pos:R:3
H 0.10852 -0.53326 -2.49124
N 0.82837 -0.87648 -1.68932
C 0.58245 -0.28367 -0.59997
C -0.69648 0.31325 -0.32336
C -0.99654 0.43108 1.02412
O 0.20780 0.46957 1.90143
N 1.58350 0.05348 1.42494
N 1.72990 -0.23273 0.21791
H -1.36254 0.40253 -1.12370
H -1.98497 0.25624 1.65918
```

Results
Kohn-Sham gap, eV: 9.105
SMILES: [H]/N=c1\cconn1
LUMO, Ha: -0.014

Short version: two is the least stable of them.

one.
Computed, not measured: 2 unconnected molecules or ions with the total composition C3H3N3O, with ωB97M-V with the def2-TZVPD basis set.

```
10
Properties=species:S:1:pos:R:3
N 2.16703 0.06399 0.88162
C 1.23878 -0.18624 0.11619
N -0.40178 0.54000 -1.57441
N -1.32369 1.29417 -1.26389
O -1.54079 -0.92516 2.01073
C -1.69050 -0.18706 1.16515
C 0.18027 -0.43888 -0.62152
H 3.07597 0.17388 0.42747
H -1.65214 1.14200 -0.29535
H -0.05314 -1.47671 -0.84598
```

Results
Kohn-Sham gap, eV: 9.210
LUMO, Ha: 0.019

two.
Computed, not measured: C3H3N3O in the gas phase, with ωB97M-V with the def2-TZVPD basis set.

```
10
Properties=species:S:1:pos:R:3
O 1.02345 -1.87900 -1.63554
N 1.08895 -0.56056 -1.61650
C 0.31931 0.07097 -0.67635
C 0.43511 1.29457 -0.02300
N -0.17466 1.37528 1.20121
N -0.81842 0.05359 1.06319
C -0.50664 -0.58797 0.05599
H 0.87011 2.24638 -0.50208
H -1.34452 -0.37567 1.93906
H -0.89268 -1.63758 0.19402
```

Results
Kohn-Sham gap, eV: 8.652
SMILES: O=Nc1cn[nH]c1
LUMO, Ha: -0.028

Short version: two is the least stable of them.